Here is 7 unconnected molecules or ions with the total composition C61H62BINO31P from OMol25. Energies are from wB97M-V/def2-TZVPD.

Positions of all 158 atoms, in Å:
I1 -6.39 2.04 0.59
P1 -1.53 1.17 -3.98
O1 5.74 6.25 -8.03
O2 -2.37 2.49 -4.57
O3 0.19 0.36 -0.81
O4 2.21 8.01 -4.52
O5 7.72 -3.46 6.55
O6 2.44 -4.10 5.18
O7 2.78 -0.17 13.03
O8 1.37 -0.50 6.52
O9 -2.59 -8.62 -1.52
O10 3.65 4.68 -7.49
O11 -2.01 0.80 2.68
O12 -0.88 -1.31 -2.09
O13 -7.74 -0.19 -3.86
O14 4.31 -5.72 4.26
O15 4.94 -4.33 12.72
O16 5.84 -1.87 7.53
O17 0.55 1.41 2.32
O18 4.24 9.60 -5.11
O19 -4.45 -11.46 2.79
O20 3.93 0.73 10.83
O21 -1.45 2.67 0.58
O22 5.19 0.52 -4.84
O23 6.13 3.22 -8.57
O24 -1.90 -10.78 2.59
O25 6.16 -3.40 10.56
O26 -2.04 -0.23 -4.71
O27 -1.15 -1.18 6.85
O28 7.21 1.10 -9.69
O29 -5.15 -9.24 -1.29
O30 6.34 -1.59 -5.94
O31 -3.75 4.81 -1.22
N1 -1.34 2.37 -1.69
C1 3.54 -0.95 12.49
C2 -1.92 1.08 -2.17
C3 -4.00 3.48 -1.68
C4 4.24 -0.50 11.23
C5 6.77 0.92 -8.57
C6 -2.97 -9.30 -0.44
C7 6.13 2.09 -7.87
C8 5.65 0.70 -5.95
C9 5.38 -2.63 11.09
C10 -2.61 -10.42 1.67
C11 -2.12 -9.67 0.52
C12 5.45 -2.73 6.77
C13 -2.03 2.54 -0.45
C14 -4.22 2.38 0.65
C15 4.17 8.42 -5.72
C16 -4.35 0.82 -2.77
C17 4.95 6.70 -7.23
C18 6.11 -4.67 5.35
C19 1.08 0.48 4.40
C20 1.95 0.16 -2.55
C21 2.99 7.58 -5.35
C22 -3.61 -0.20 -0.60
C23 -4.07 -10.76 1.72
C24 1.50 -0.14 -1.12
C25 6.31 -0.46 -6.64
C26 -3.54 2.37 -0.74
C27 -0.27 6.57 -2.68
C28 -6.35 -0.34 -3.67
C29 -3.71 -1.59 -1.26
C30 -0.43 6.30 -1.33
C31 -3.42 1.00 -1.55
C32 -4.44 -9.63 -0.38
C33 4.71 -4.84 5.00
C34 5.09 8.00 -6.60
C35 -2.96 -5.09 -1.29
C36 4.05 -2.90 6.40
C37 5.61 1.98 -6.64
C38 -3.12 -2.64 -0.28
C39 -3.99 3.66 1.49
C40 -1.59 5.71 -0.88
C41 0.63 -0.19 5.60
C42 -1.27 0.47 3.58
C43 -4.92 -10.39 0.76
C44 6.84 -0.35 -7.87
C45 -5.07 4.76 1.50
C46 0.19 0.80 3.44
C47 -0.82 -0.54 5.73
C48 -2.97 -3.95 -0.91
C49 -1.71 -0.23 4.78
C50 2.83 6.28 -5.99
C51 -2.47 5.66 -3.10
C52 6.46 -3.68 6.18
C53 -5.86 0.59 -2.55
C54 4.66 -3.09 12.33
C55 -2.62 5.38 -1.75
C56 3.75 5.86 -6.87
C57 -8.27 -1.24 -4.66
C58 -1.30 6.25 -3.53
C59 5.10 -1.29 10.58
C60 3.80 -2.30 12.98
C61 3.70 -3.89 5.56
B1 -0.82 0.00 -1.66
H1 -5.07 3.36 -1.84
H2 0.32 6.55 -0.59
H3 5.61 -0.98 9.68
H4 -0.32 -1.27 7.35
H5 -0.26 1.55 1.77
H6 5.89 -1.39 -5.09
H7 -8.69 -2.02 -4.01
H8 -3.07 4.15 1.22
H9 1.97 5.69 -5.72
H10 -2.76 -0.47 4.86
H11 5.95 8.60 -6.88
H12 6.83 -5.35 4.93
H13 6.57 3.01 -9.42
H14 -3.87 3.35 2.52
H15 2.47 -4.87 4.58
H16 -3.41 -8.49 -2.05
H17 1.66 -0.63 -3.24
H18 7.31 -1.18 -8.37
H19 -0.61 -1.90 -1.38
H20 3.28 -2.62 13.87
H21 -4.00 -0.01 -3.37
H22 2.13 0.71 4.31
H23 -1.06 -9.44 0.48
H24 -4.76 -1.85 -1.35
H25 -6.17 -1.37 -3.32
H26 -5.98 -10.63 0.79
H27 4.43 4.60 -8.07
H28 -5.77 -0.24 -4.59
H29 -3.27 5.44 -3.79
H30 1.57 1.12 -2.90
H31 -7.48 -1.72 -5.25
H32 -2.71 -6.11 -1.44
H33 -1.72 5.52 0.17
H34 -5.85 4.58 2.24
H35 -2.87 -0.18 0.21
H36 -5.49 4.98 0.53
H37 3.29 1.07 11.48
H38 -4.28 1.68 -3.44
H39 5.14 2.81 -6.14
H40 -3.74 -2.70 0.61
H41 -1.35 3.15 -2.34
H42 -3.53 3.36 -2.65
H43 1.59 -1.21 -0.90
H44 -3.22 -1.66 -2.22
H45 3.04 0.20 -2.57
H46 -1.18 6.49 -4.58
H47 -2.67 -0.10 -5.43
H48 -3.88 1.55 1.27
H49 -6.40 1.52 -2.70
H50 -9.00 -0.85 -5.35
H51 5.59 -4.67 12.07
H52 7.69 -2.69 7.16
H53 -4.57 -0.06 -0.09
H54 -4.58 5.68 1.82
H55 -2.44 2.40 -5.53
H56 3.46 9.65 -4.53
H57 -2.14 -2.28 0.01
H58 -6.11 0.11 -1.62
H59 -3.64 -11.59 3.32
H60 2.19 0.37 -0.45
H61 0.65 7.04 -3.00
H62 3.33 -2.21 6.81

Molar mass ... 1473.83 g mol⁻¹
SMILES ... C#CCCC[C@]1(CCCOC)[C@@](B(O)OCC)(P(O)O)NC(=O)[C@]1(COc1ccccc1)[C@H](I)CC.O=C1C=C(O)C(=O)C=C1O.O=C1C=C(O)C(=O)C=C1O.O=C1C=C(O)C(=O)C=C1O.O=C1C=C(O)C(=O)C=C1O.O=C1C=C(O)C(=O)C=C1O.O=C1C=C(O)C(=O)C=C1O
Kohn-Sham gap ... 6.71 eV
Electronic energy ... -147287.657 eV

---

Here is a molecular structure, C61H73Ge2NS4Se2Ti from OMol25. Energies are from wB97M-V/def2-TZVPD.

Positions of all 144 atoms, in Å:
Se1 4.13 2.28 -3.35
Se2 1.55 3.14 -1.41
Ge1 -1.34 0.60 -0.90
Ge2 0.67 0.66 1.69
Ti1 1.59 0.44 -1.11
S1 -0.87 2.08 0.78
S2 2.66 1.14 0.86
S3 0.07 -1.02 0.13
S4 -0.13 0.70 -2.75
N1 0.79 -3.88 -2.88
C1 4.41 -4.76 0.74
C2 3.62 -3.75 1.52
C3 1.56 -3.06 2.60
C4 2.29 -3.96 1.83
C5 -2.18 -4.33 -2.04
C6 -2.84 -2.87 0.23
C7 -0.86 4.42 3.50
C8 2.19 -1.91 3.08
C9 5.10 -1.49 -2.31
C10 3.31 4.00 -1.23
C11 2.72 -1.07 -1.93
C12 -2.89 3.19 3.71
C13 -2.18 2.03 3.98
C14 4.31 -0.56 3.46
C15 -3.42 3.52 -0.39
C16 -2.80 3.17 -2.72
C17 -0.01 0.89 4.49
C18 -3.03 5.67 3.29
C19 4.07 -0.90 -1.59
C20 -3.03 -2.32 -1.04
C21 -1.67 -6.38 -0.65
C22 -2.22 5.25 -1.59
C23 -2.34 -4.17 0.33
C24 0.05 0.58 5.84
C25 1.50 -1.28 5.37
C26 4.24 -2.60 2.02
C27 1.60 -4.89 -3.60
C28 1.45 -1.01 4.01
C29 1.05 -2.45 -3.33
C30 0.80 -0.50 6.28
C31 -2.67 -3.04 -2.19
C32 -3.26 0.22 -1.22
C33 -3.22 -2.11 1.47
C34 3.55 -1.70 2.82
C35 -4.17 3.08 0.84
C36 -5.97 -0.04 -1.61
C37 -0.78 2.09 4.05
C38 -2.25 4.40 3.49
C39 4.49 3.14 -1.62
C40 0.68 0.09 3.59
C41 -1.62 6.63 -1.62
C42 -2.23 4.44 -2.72
C43 0.12 -3.39 2.92
C44 -2.90 0.73 4.21
C45 -2.87 -2.44 -3.56
C46 -4.02 1.36 -1.48
C47 4.80 -2.21 -3.45
C48 -3.81 -1.05 -1.20
C49 0.95 -4.06 -1.42
C50 3.48 -2.45 -3.78
C51 -5.39 1.21 -1.68
C52 -3.37 2.70 -1.53
C53 -5.19 -1.16 -1.38
C54 1.17 3.78 -3.21
C55 -2.05 -4.93 -0.79
C56 -2.83 4.77 -0.44
C57 1.40 3.38 3.83
C58 2.44 -1.95 -3.00
C59 -2.88 2.39 -4.00
C60 6.00 2.03 -3.84
C61 -0.11 3.29 3.78
H1 -2.97 0.49 5.27
H2 -2.84 1.31 -3.82
H3 -3.92 0.78 3.81
H4 5.29 -5.07 1.31
H5 4.34 -0.31 -0.72
H6 -2.38 -0.10 3.72
H7 5.59 -2.62 -4.07
H8 -1.19 6.85 -2.59
H9 -2.64 6.24 2.44
H10 3.25 -3.04 -4.66
H11 -0.30 -2.71 3.67
H12 1.26 -5.89 -3.31
H13 -2.94 -1.05 1.38
H14 -2.31 -1.50 -3.67
H15 3.67 0.29 3.69
H16 -0.91 -6.52 0.12
H17 -3.93 3.73 1.68
H18 -5.65 -2.15 -1.36
H19 6.52 1.49 -3.05
H20 4.75 -0.91 4.40
H21 -2.56 -3.13 -4.34
H22 -1.30 -6.80 -1.59
H23 -1.82 4.83 -3.65
H24 -2.24 -4.62 1.31
H25 -3.97 3.14 3.70
H26 -0.84 6.72 -0.86
H27 6.03 1.46 -4.76
H28 2.65 -4.79 -3.33
H29 3.38 4.32 -0.19
H30 -4.09 5.47 3.13
H31 -0.48 1.20 6.55
H32 -3.92 -2.20 -3.72
H33 -1.99 -4.93 -2.93
H34 -5.98 2.09 -1.89
H35 -0.35 5.36 3.31
H36 1.49 -4.78 -4.68
H37 1.84 2.99 2.91
H38 4.76 -4.35 -0.20
H39 0.05 -4.41 3.31
H40 1.90 -3.65 -1.10
H41 5.12 -0.22 2.82
H42 -5.25 3.14 0.65
H43 0.19 3.39 -3.49
H44 -7.04 -0.14 -1.74
H45 5.30 -2.45 1.85
H46 6.45 3.01 -3.99
H47 3.27 4.88 -1.87
H48 1.80 2.80 4.67
H49 -4.30 -2.15 1.62
H50 1.80 -4.88 1.53
H51 4.68 2.37 -0.87
H52 -2.93 6.30 4.17
H53 5.39 3.74 -1.75
H54 -2.88 5.41 0.44
H55 -0.50 -3.33 2.02
H56 -3.83 2.60 -4.50
H57 0.89 -5.11 -1.18
H58 0.14 -3.54 -0.91
H59 -0.19 -4.07 -3.09
H60 3.82 -5.65 0.54
H61 0.85 -0.73 7.33
H62 -2.08 2.67 -4.68
H63 6.13 -1.35 -2.01
H64 2.09 -2.12 5.72
H65 -2.74 -2.53 2.35
H66 1.72 4.41 3.93
H67 0.88 -2.43 -4.41
H68 1.14 4.86 -3.17
H69 -3.94 2.05 1.11
H70 1.93 3.43 -3.91
H71 -2.38 7.38 -1.40
H72 -2.54 -6.95 -0.36
H73 0.30 -1.83 -2.85

Molar mass ... 1299.54 g mol⁻¹
Kohn-Sham gap ... 6.63 eV
ΔE to the lowest compared entry with this formula, charge and spin ... 0.678 eV
Charge ... +2
Electronic energy ... -376107.480 eV

---

Here is a molecular structure, C61H82MnN7P3S2 from OMol25. Energies are from wB97M-V/def2-TZVPD.

Positions of all 156 atoms, in Å:
Mn1 -0.71 0.89 -0.79
S1 -0.03 2.32 5.99
S2 -5.46 -4.97 -1.66
P1 1.48 -1.89 0.83
P2 -2.44 2.28 -1.37
P3 1.92 0.05 -1.41
N1 -1.09 0.98 1.10
N2 0.30 2.54 -1.07
N3 0.24 -2.92 1.21
N4 2.75 -2.86 0.37
N5 1.06 -0.81 -0.33
N6 1.88 -1.13 2.22
N7 -2.30 -0.31 -0.73
C1 4.06 -5.45 0.12
C2 -5.99 -3.01 -3.31
C3 -4.05 0.24 -2.42
C4 1.79 3.87 5.11
C5 2.80 -5.13 -0.69
C6 4.01 0.00 -3.33
C7 0.48 -1.10 -3.50
C8 -6.30 -4.18 -3.97
C9 0.64 -4.08 2.02
C10 -2.13 4.76 -2.76
C11 -5.23 -1.57 0.00
C12 1.06 1.33 -3.81
C13 -3.93 -0.16 3.14
C14 2.51 1.63 -0.76
C15 4.04 -4.69 1.44
C16 1.23 3.43 6.27
C17 -0.36 1.61 1.99
C18 2.67 -3.62 -0.88
C19 -2.97 -0.32 0.44
C20 4.54 -1.09 -1.12
C21 0.18 2.41 4.27
C22 -4.90 2.51 0.21
C23 -6.05 -5.31 -3.21
C24 -5.53 -3.23 -1.99
C25 2.41 -1.51 4.59
C26 3.85 1.85 -0.41
C27 2.01 3.80 0.15
C28 -4.25 -0.84 0.80
C29 -5.17 -2.34 -1.05
C30 -1.35 5.79 -3.26
C31 1.30 -1.35 3.55
C32 -1.97 6.93 -4.03
C33 3.91 -3.19 1.20
C34 -3.52 1.65 -2.75
C35 -2.78 1.65 -4.09
C36 5.75 3.28 0.42
C37 -4.68 -0.71 2.15
C38 -2.96 -0.73 -1.94
C39 0.70 0.24 -2.81
C40 -0.69 1.68 3.36
C41 -1.86 1.06 3.76
C42 -2.67 0.40 2.82
C43 2.71 0.09 2.20
C44 -2.23 0.35 1.49
C45 -0.20 3.64 -1.78
C46 -3.63 3.21 -0.27
C47 3.29 -0.27 4.60
C48 -2.01 -3.82 1.01
C49 4.29 3.02 0.17
C50 3.33 3.98 0.51
C51 0.60 4.67 -2.34
C52 -1.66 -5.01 1.90
C53 1.20 3.28 3.97
C54 -2.85 3.81 0.91
C55 -0.80 -3.30 0.25
C56 1.58 2.66 -0.55
C57 3.42 -0.77 -2.14
C58 -1.57 3.70 -2.06
C59 0.02 5.70 -3.05
C60 3.85 0.00 3.20
C61 -0.54 -4.59 2.85
H1 -1.05 -2.45 -0.37
H2 -6.20 -6.34 -3.50
H3 -2.87 3.13 1.77
H4 -2.16 6.65 -5.06
H5 6.08 4.13 -0.19
H6 -5.65 -1.11 2.41
H7 -1.34 -5.85 1.29
H8 -3.42 -1.72 -1.79
H9 2.87 -5.59 -1.68
H10 -2.54 -5.33 2.47
H11 5.38 -0.41 -1.25
H12 -4.83 0.29 -1.68
H13 1.95 -1.67 5.57
H14 4.13 -6.52 0.29
H15 -6.22 -1.55 0.45
H16 -5.56 3.25 0.66
H17 0.64 -2.21 3.53
H18 -3.93 4.02 -0.93
H19 5.94 3.54 1.46
H20 4.11 -0.39 5.32
H21 -4.30 -0.12 4.16
H22 0.53 2.10 1.63
H23 -6.70 -4.22 -4.98
H24 4.82 -2.85 0.69
H25 0.23 -1.89 -2.78
H26 -2.20 -0.85 -2.72
H27 -0.34 -1.02 -4.21
H28 -4.68 1.75 0.96
H29 1.50 3.53 2.96
H30 -2.39 -3.02 1.65
H31 0.69 -0.48 3.81
H32 -0.30 0.51 -2.38
H33 2.08 0.95 2.47
H34 -2.46 2.65 -4.37
H35 3.01 -2.39 4.36
H36 1.47 -3.82 2.67
H37 -0.43 -4.11 -0.40
H38 -2.79 -4.09 0.30
H39 -3.21 4.78 -2.94
H40 -0.21 -5.43 3.46
H41 1.27 4.56 0.38
H42 -1.31 7.80 -4.04
H43 -3.45 1.28 -4.87
H44 -4.49 -0.19 -3.33
H45 -4.37 2.34 -2.82
H46 -2.18 1.10 4.80
H47 4.15 1.05 -3.10
H48 0.96 -4.89 1.36
H49 6.36 2.42 0.15
H50 3.01 -1.71 -2.52
H51 4.40 0.95 3.19
H52 -1.81 4.00 0.65
H53 -1.90 1.00 -4.06
H54 4.93 -2.09 -1.29
H55 -6.12 -2.01 -3.71
H56 4.95 -4.88 2.01
H57 4.94 -5.16 -0.46
H58 1.48 3.71 7.28
H59 1.67 4.65 -2.22
H60 2.61 4.58 5.07
H61 4.98 -0.43 -3.56
H62 3.63 4.88 1.03
H63 -5.44 2.04 -0.61
H64 3.49 -3.32 -1.53
H65 4.59 1.08 -0.61
H66 4.21 -1.04 -0.08
H67 2.70 0.60 4.92
H68 1.87 1.02 -4.46
H69 1.92 -5.55 -0.20
H70 -0.89 -3.80 3.51
H71 0.20 1.54 -4.45
H72 -2.92 7.23 -3.58
H73 3.84 -2.65 2.14
H74 1.73 -3.37 -1.38
H75 1.35 2.27 -3.33
H76 3.20 -5.05 2.05
H77 3.08 0.27 1.20
H78 3.40 -0.09 -4.22
H79 1.36 -1.41 -4.06
H80 4.54 -0.79 2.91
H81 0.67 6.47 -3.46
H82 -3.30 4.75 1.22

Spin multiplicity ... 2
<S²> ... 0.829
Molar mass ... 1125.37 g mol⁻¹
Kohn-Sham gap (alpha / beta) ... 4.05 / 4.03 eV
Charge ... +2
Electronic energy ... -155865.231 eV